22
Properties=species:S:1:pos:R:3:forces:R:3 method="wB97M-V/def2-TZVPD" homo_ev=-3.74 lumo_energy_ev=3.4797 de_lowest_kj_mol=140.59 orbital_gap_ev=7.2 total_charge=-1
C 0.3307 0.6950 -0.3445 -2.1 -3.2 -1.7
N 0.2897 -0.2220 0.8046 1.3 1.1 0.1
C 0.2210 -1.6356 0.3174 -1.7 1.2 0.0
O 1.1305 -2.0840 -0.5084 1.2 -0.7 -1.7
C -1.1953 0.8813 -0.7929 2.6 0.3 -1.4
C -1.8924 1.9221 0.0125 -0.4 1.7 1.4
C -2.1776 3.3310 -0.6201 1.5 -1.3 -0.6
H 0.7188 1.6207 -0.0869 0.9 1.8 0.4
H 0.8769 0.2264 -1.2483 -0.4 0.7 1.5
H 1.1159 -0.0708 1.4304 -0.8 -0.4 -1.0
H 0.3374 -2.1534 1.2214 -0.8 -1.2 1.9
H -0.8352 -1.6529 -0.1223 0.8 -0.5 0.6
H -1.7460 -0.0601 -0.6938 0.5 0.1 -0.2
H -1.1350 1.1461 -1.9049 -0.5 -0.2 1.3
H -2.7675 1.4139 0.3636 -1.3 0.3 0.0
H -1.4524 2.2222 1.0188 0.3 -0.9 -1.2
H -1.1574 3.8396 -0.6747 -1.4 -0.2 0.4
H -2.8931 3.7849 0.0917 0.3 0.5 -1.0
H -2.4530 3.2337 -1.7116 -0.5 0.3 1.3
H 2.9050 -1.9154 1.3901 0.0 1.7 0.8
H 1.9999 -2.6808 0.2488 1.4 1.0 0.2
O 2.9619 -2.7364 0.9599 -0.8 -2.3 -1.1

91
Properties=species:S:1:pos:R:3:forces:R:3 method="wB97M-V/def2-TZVPD" homo_ev="-10.12 / -10.30" lumo_energy_ev="-1.9140 / -3.3739" de_lowest_kj_mol=0.00 orbital_gap_ev="8.2 / 6.9" spin_multiplicity=3 s2=2.012 total_charge=+1
Ni -0.7539 0.0496 -1.6272 0.9 0.0 -0.5
P -0.4857 -2.1036 -1.8956 0.0 -2.2 0.4
P -0.4563 2.2190 -1.6024 -0.2 2.2 0.7
N 1.4709 0.1287 -2.7188 -0.8 -0.3 2.9
C 1.1820 -2.3081 -2.6818 -0.7 -0.5 -0.3
H 1.6002 -3.2832 -2.4254 0.2 0.2 0.1
H 1.0177 -2.3827 -3.7596 -0.2 0.1 -0.1
C 2.1276 -1.1571 -2.4289 0.3 0.3 -0.5
H 2.5580 -1.1921 -1.4254 -0.1 0.2 -0.1
H 2.9121 -1.2282 -3.1804 0.7 -0.4 0.4
C 2.1454 1.3538 -2.2435 0.5 -0.5 -0.5
H 2.9341 1.4952 -2.9786 0.7 0.5 0.4
H 2.5913 1.2529 -1.2409 -0.4 -0.2 -0.4
C 1.2118 2.5296 -2.3458 -0.9 0.4 0.0
H 1.0418 2.7539 -3.3925 -0.1 0.0 -0.3
H 1.6032 3.4487 -1.9201 0.3 -0.1 0.0
C -0.3560 3.0971 0.0570 0.4 -0.4 -0.2
C -1.5913 2.9286 0.9307 -0.3 -0.1 0.1
H -1.3642 3.2353 1.9586 0.0 0.0 -0.2
H -1.9357 1.8962 0.9711 0.1 0.0 0.1
H -2.4338 3.5280 0.5858 0.1 0.1 0.0
C -1.6817 3.2182 -2.6228 0.2 -0.3 -0.5
C -3.0751 3.3730 -2.0105 -0.3 -0.1 0.2
H -3.8198 3.6256 -2.7799 0.4 -0.1 0.0
H -3.1256 4.1833 -1.2782 0.2 -0.1 -0.1
H -3.4305 2.4620 -1.5257 0.0 0.0 0.0
C -1.7032 -2.9372 -3.0441 0.2 0.3 -0.4
C -3.1053 -3.1282 -2.4637 -0.4 0.1 0.1
H -3.8453 -3.2559 -3.2665 0.3 0.1 0.0
H -3.4395 -2.2752 -1.8673 0.0 -0.1 0.0
H -3.1898 -4.0313 -1.8526 0.2 0.2 0.0
C -0.4050 -3.1953 -0.3651 0.4 0.4 -0.3
C -1.6812 -3.2028 0.4729 -0.1 0.1 0.3
H -1.4402 -3.5268 1.4961 -0.1 0.0 -0.3
H -2.4453 -3.8754 0.0851 0.2 0.0 0.0
H -2.1350 -2.2164 0.5562 0.1 0.0 0.0
C -2.2751 -0.0011 -0.7219 -4.2 -0.2 4.1
C -1.1813 4.5697 -3.1306 0.1 0.3 0.0
H -1.0959 5.2962 -2.3198 0.0 -0.1 -0.1
H -0.2089 4.5035 -3.6169 0.0 0.0 0.0
H -1.8717 5.0045 -3.8661 0.0 -0.3 0.2
C -1.2140 -4.2291 -3.6973 0.1 -0.2 -0.1
H -1.8978 -4.5626 -4.4888 0.0 0.2 0.2
H -0.2335 -4.1207 -4.1607 0.0 0.0 0.0
H -1.1607 -5.0478 -2.9766 0.0 0.1 -0.1
C 0.0876 -4.6242 -0.6097 0.0 -0.3 0.1
H 0.3717 -5.0804 0.3446 0.0 0.1 0.0
H -0.6931 -5.2668 -1.0332 0.1 0.2 0.1
H 0.9587 -4.7018 -1.2645 -0.1 0.1 0.1
C 0.0560 4.5637 -0.0061 0.0 0.4 0.1
H -0.7654 5.2174 -0.3134 0.0 -0.2 0.1
H 0.3659 4.9058 0.9870 -0.1 -0.1 0.0
H 0.8916 4.7684 -0.6715 0.1 0.0 0.0
H 0.4470 2.5219 0.5457 0.0 0.1 -0.1
H 0.3545 -2.6483 0.2209 -0.2 -0.2 -0.1
H -1.7836 2.5314 -3.4730 -0.1 0.2 -0.1
H -1.7766 -2.1541 -3.8098 -0.1 -0.2 -0.1
O -3.2652 -0.0392 -0.0871 3.0 0.2 -2.6
H 1.4298 0.1932 -3.6933 -0.5 0.2 -1.8
H -1.9643 0.0664 -2.5425 -0.2 0.1 -0.8
C -0.4569 1.8067 4.1245 -0.2 0.0 0.1
C 0.8953 1.5771 3.4397 0.5 -0.2 -1.2
C 2.0406 1.5894 4.4343 0.2 0.2 0.6
P 0.8320 0.1538 2.1596 -1.7 0.0 0.0
C 2.4893 -0.2883 1.4305 0.6 0.1 0.2
C 3.6733 0.5152 1.9599 0.6 0.0 -0.5
C 2.7954 -1.7903 1.4937 0.0 -0.1 -0.2
C 0.2525 -1.3343 3.1697 0.1 0.5 -0.3
C 0.9901 -1.5924 4.4773 -0.1 -0.6 0.5
C -1.2737 -1.2768 3.3917 -0.5 0.0 0.1
H -0.5935 1.1710 5.0084 0.1 0.1 -0.2
H -1.3225 1.6709 3.4712 0.2 -0.2 0.0
H -0.5005 2.8471 4.4687 0.1 -0.1 0.1
H 1.0569 2.4250 2.7503 -0.1 0.0 0.3
H 2.2179 0.6240 4.9085 0.0 0.1 -0.1
H 2.9655 1.9561 3.9920 -0.1 -0.1 0.1
H 1.7896 2.2795 5.2422 0.0 0.1 0.1
H 2.5011 -0.0206 0.3485 -0.7 -0.1 0.7
H 3.9622 0.2616 2.9898 -0.2 0.2 -0.3
H 4.5185 0.2565 1.2946 -0.1 0.2 0.4
H 3.5038 1.5999 1.8257 0.1 -0.4 0.4
H 2.1347 -2.3800 0.8295 0.3 0.2 0.5
H 3.8172 -1.9254 1.1232 -0.1 -0.2 0.1
H 2.7441 -2.1848 2.5194 0.0 0.1 -0.5
H 0.4530 -2.1868 2.5105 -0.1 0.1 0.0
H 0.6634 -0.9260 5.2906 0.2 0.0 -0.4
H 0.7411 -2.6093 4.8212 0.1 0.2 0.0
H 2.0829 -1.5629 4.3798 -0.3 0.2 0.1
H -1.8200 -0.8430 2.5324 0.4 -0.3 0.3
H -1.6697 -2.2990 3.5596 0.2 0.5 0.0
H -1.5560 -0.6590 4.2668 0.3 -0.4 -0.4

44
Properties=species:S:1:pos:R:3:forces:R:3 method="wB97M-V/def2-TZVPD" homo_ev=-9.64 lumo_energy_ev=0.5713 orbital_gap_ev=10.2 smiles=ClC(Cl)Cl.C1CCOC1.C1CCOC1.C1CCOC1
C 17.2266 9.2530 0.3026 0.9 -0.1 0.5
Cl 15.9265 8.6063 1.2833 -0.2 0.1 0.1
Cl 18.5178 9.9707 1.4081 -0.9 -0.5 -0.9
Cl 16.6766 10.4090 -0.8908 0.0 0.0 0.2
H 17.6571 8.4000 -0.2218 0.2 0.4 0.1
C 16.5346 4.4032 -3.4589 -1.3 0.6 -1.0
C 17.8341 3.8230 -3.0823 1.9 -1.2 0.1
C 18.6697 4.9632 -2.5630 -0.8 0.0 0.3
O 18.0854 6.0970 -3.1945 -0.4 1.7 -0.6
C 16.9470 5.7818 -4.0777 1.0 -2.2 1.3
H 15.8535 4.5418 -2.6192 0.1 0.2 0.2
H 16.0245 3.7242 -4.1422 -0.1 0.2 -0.2
H 18.3449 3.4923 -3.9866 -0.1 -0.2 -0.3
H 17.8579 2.9617 -2.4147 -0.4 0.0 0.1
H 19.7388 4.8370 -2.7338 0.0 0.3 -0.7
H 18.6145 5.0518 -1.4780 -0.4 0.3 0.2
H 17.3145 5.6894 -5.0997 0.1 -0.2 -0.1
H 16.1160 6.4862 -4.1146 0.5 0.4 0.7
C 23.0944 7.5478 -0.1210 0.4 0.1 -1.1
C 23.7569 6.4090 0.5979 0.3 0.5 2.6
C 24.5713 5.5991 -0.3409 -0.5 0.0 -1.5
O 24.1878 6.1186 -1.6188 0.1 -0.2 -0.8
C 23.8902 7.4930 -1.4658 -1.3 0.0 0.5
H 23.2583 8.4691 0.4380 -0.3 0.1 -0.3
H 22.0321 7.3267 -0.2245 0.0 0.4 -0.4
H 23.0387 5.7688 1.1103 0.1 0.2 0.2
H 24.4021 6.9112 1.3188 0.1 -0.6 0.5
H 24.2285 4.5670 -0.2676 0.5 -0.2 -0.4
H 25.6548 5.6940 -0.2690 0.1 -0.1 0.4
H 23.2815 7.8295 -2.3050 0.1 -0.2 -0.1
H 24.7838 8.1163 -1.4346 0.3 0.0 0.2
C 10.0812 11.7603 0.4994 -1.0 0.2 0.6
C 9.3992 11.8068 -0.8524 -1.7 1.3 0.6
C 10.1172 10.8055 -1.6456 0.9 0.0 -1.4
O 11.4410 11.1636 -1.3412 1.1 -0.2 0.7
C 11.4741 11.3324 0.1047 0.7 -0.4 -1.0
H 9.5909 11.0392 1.1533 0.2 -0.1 0.1
H 9.9625 12.7388 0.9648 0.4 -0.1 0.2
H 9.6430 12.8123 -1.1952 0.0 -0.1 -0.8
H 8.3095 11.7820 -0.8478 0.0 -0.4 0.2
H 10.0095 10.9410 -2.7218 -0.1 -0.1 0.0
H 9.9654 9.7512 -1.4143 -0.5 -0.1 0.3
H 12.2931 12.0316 0.2740 -0.2 -0.1 0.3
H 11.6865 10.3534 0.5342 0.3 0.0 0.2

47
Properties=species:S:1:pos:R:3:forces:R:3 method="wB97M-V/def2-TZVPD" homo_ev="-11.06 / -11.02" lumo_energy_ev="-2.8596 / -2.6620" orbital_gap_ev="8.2 / 8.4" spin_multiplicity=2 s2=1.139 total_charge=+1
Mn -2.7604 -0.8892 -1.4308 0.1 0.0 -0.1
C 2.1494 0.7183 3.7715 0.0 0.0 0.0
C 2.7688 0.0093 2.5816 0.0 0.0 0.0
C 3.9634 0.7706 2.0303 0.0 0.0 0.0
C 4.6391 -0.0382 0.9382 0.0 0.0 0.0
C 3.6405 -0.4515 -0.1086 0.0 0.0 0.0
C 4.0500 -0.7551 -1.3862 0.0 0.0 0.0
C 3.1221 -1.1089 -2.3611 0.0 0.0 0.0
F 3.5730 -1.3919 -3.5898 0.0 0.0 0.0
C 1.7841 -1.1552 -2.1042 0.0 0.0 0.0
C 1.3422 -0.8533 -0.8095 0.0 0.0 0.0
C -0.0856 -0.8794 -0.5304 0.0 0.0 -0.1
O -0.8688 -1.2101 -1.4737 0.1 0.0 0.0
C -0.4864 -0.5303 0.7759 0.0 0.0 0.0
C 0.4869 -0.2289 1.7060 0.0 0.0 0.0
N 1.7929 -0.2135 1.4723 0.0 0.0 0.0
C 2.2640 -0.5099 0.1891 0.0 0.0 0.0
C -1.8992 -0.5079 1.3091 -0.1 0.0 0.0
O -2.0882 -0.1948 2.4686 0.0 0.0 0.0
O -2.8607 -0.8411 0.4955 0.0 0.0 0.0
H 2.9451 0.9297 4.4846 0.0 0.0 0.0
H 1.4055 0.1169 4.2911 0.0 0.0 0.0
H 1.6981 1.6677 3.4781 0.0 0.0 0.0
H 3.1051 -0.9856 2.8909 0.0 0.0 0.0
H 4.6585 0.9659 2.8461 0.0 0.0 0.0
H 3.6266 1.7381 1.6465 0.0 0.0 0.0
H 5.0986 -0.9293 1.3762 0.0 0.0 0.0
H 5.4421 0.5298 0.4687 0.0 0.0 0.0
H 5.0986 -0.7085 -1.6523 0.0 0.0 0.0
H 1.0699 -1.4040 -2.8746 0.0 0.0 0.0
H 0.1481 0.0013 2.7041 0.0 0.0 0.0
N -4.7778 -0.3932 -1.1238 -0.1 0.1 0.1
N -4.9249 1.0032 -1.0130 0.1 0.0 -0.1
C -3.8580 1.8021 -1.2712 0.0 -0.1 0.0
N -4.0109 3.0970 -1.0572 0.0 0.1 0.0
N -2.7763 1.1681 -1.7393 -0.1 -0.1 0.1
N -1.7031 1.9098 -2.2387 0.0 0.0 -0.1
O -0.8803 1.2602 -2.8252 0.0 0.0 0.0
O -1.6469 3.1185 -2.0645 0.0 0.0 0.1
H -5.5271 -0.7577 -1.7015 0.0 0.0 0.0
H -4.7992 -0.7972 -0.1852 0.0 0.0 0.0
H -5.6607 1.3472 -0.4161 0.0 0.0 0.0
H -4.9091 3.4734 -0.8062 0.0 0.0 0.0
H -3.2377 3.7072 -1.2827 0.0 0.0 0.0
N -3.3984 -3.9125 -1.9728 0.0 0.0 0.0
C -3.1752 -2.7955 -1.7839 0.0 0.0 0.1
H -3.5373 -4.8915 -2.1215 0.0 0.0 0.0